Density functional theory data (ωB97M-V/def2-TZVPD) for a structure of composition BrH2NO2S.

Multiplicity: 1
HOMO (spin up / spin down) in eV: -10.265 / -10.573
Maximum force in eV/Å: 2.53
E_LUMO (spin up / spin down) in eV: -2.292 / -2.421
Energy relative to the best compared isomer or geometry (same formula, charge and spin) in eV: 2.141

Element x y z (Å)
Br  1.9362  -0.9099  0.4457
S  0.5563  0.8037  -0.0284
O  0.8042  1.2838  -1.3579
O  0.4886  1.7538  1.0756
N  -1.3024  -0.5581  -0.0041
H  -0.9810  -1.2400  0.7013
H  -1.5018  -1.1334  -0.8322